Entry from the Open Molecules 2025 dataset: C18H27N3O2 in the gas phase at a distorted geometry (ωB97M-V/def2-TZVPD).

The geometry in XYZ format:
```
50
Properties=species:S:1:pos:R:3
O 3.5140 -3.4554 0.7428
O 3.0692 3.9882 0.9051
N 1.4222 2.5162 0.5685
N 0.7784 1.6262 -0.2153
N 4.2364 1.8151 -0.8928
C 2.5453 -4.2886 0.1620
C -3.0563 0.3091 0.3595
C -2.3841 1.2887 1.3244
C -5.4126 -1.7195 -0.0608
C 3.9830 0.5101 -0.4791
C 3.1440 2.7341 -1.1580
C -0.2146 0.9441 0.1795
C -0.8999 0.9595 1.5166
C 4.7985 -0.0797 0.4905
C 3.6159 -2.1656 0.2884
C -2.3263 0.3465 -0.9833
C 2.5461 3.1740 0.1721
C 2.8054 -1.5916 -0.6815
C -5.3712 -0.3043 -0.6255
C -4.5416 0.6631 0.2209
C -0.8412 0.0142 -0.8122
C 2.9933 -0.2747 -1.0634
C 4.6227 -1.3928 0.8649
H 1.5307 -3.9120 0.3353
H -4.9886 -0.3299 -1.6470
H -5.7366 -1.7057 0.9777
H 3.5534 3.6080 -1.6701
H 5.5810 0.5065 0.9518
H 2.7069 -4.4074 -0.9148
H -0.4512 1.6766 2.2070
H -0.3191 0.0921 -1.7651
H 2.3873 2.2550 -1.7744
H -2.9692 -0.6979 0.7803
H -6.1107 -2.3302 -0.6286
H 2.0224 -2.1589 -1.1601
H -2.7691 -0.3695 -1.6761
H 5.2534 -1.8446 1.6141
H -2.8877 1.2609 2.2933
H -0.7421 -1.0107 -0.4445
H -2.4236 1.3432 -1.4197
H -4.4352 -2.1925 -0.1115
H 1.0841 2.7380 1.5058
H 2.6554 -5.2560 0.6501
H -2.4777 2.3038 0.9297
H -6.3913 0.0845 -0.6729
H -4.9789 0.7057 1.2219
H -4.6221 1.6627 -0.2142
H 2.3559 0.1368 -1.8281
H 4.9506 2.2590 -0.3263
H -0.8044 -0.0344 1.9629
```

E_HOMO = -7.38 eV
Relative energy (zero: lowest compared OMol25 entry of this formula, charge and spin) = 66.2 kcal/mol
Charge = 0
SMILES = CCCC1CCC(=NNC(=O)CNc2ccc(OC)cc2)CC1
HOMO-LUMO gap = 7.97 eV
E_LUMO = 0.6 eV